80
Properties=species:S:1:pos:R:3:lowdin_charge:R:1 method="wB97M-V/def2-TZVPD" total_energy_ev=-132898.94675 mol_weight_g_mol=917.19 total_charge=-2
Rb 1.23933 -1.29136 1.08056 0.779
O 1.65681 -2.41919 -4.20569 -0.002
C 1.63263 -2.39591 -2.78262 -0.272
O 2.12071 -1.16561 -2.22376 0.199
C 1.81998 -3.57502 -2.11397 -0.221
C 1.51584 -4.85614 -2.76073 -0.039
C 1.75546 -6.02958 -2.11664 -0.117
C 2.29239 -6.01757 -0.80529 -0.068
C 2.44177 -4.77122 -0.21134 -0.275
N 2.20288 -3.59879 -0.78218 0.092
C 2.97849 -4.68942 1.19128 -0.498
O 2.08985 -4.30237 2.12777 0.055
O 4.10259 -4.95430 1.50427 0.105
H 0.99928 -1.76749 -4.49034 0.075
H 1.14000 -4.85513 -3.76498 0.084
H 1.42576 -6.96498 -2.54533 0.086
H 2.60275 -6.88869 -0.28302 0.080
H 1.18799 -4.40117 1.74387 0.033
Cl -1.08392 1.54456 3.61341 0.618
C 0.59815 2.10002 3.71073 -0.697
C 1.53283 1.53775 2.85756 -0.175
C 2.81683 2.03901 3.09202 -0.719
Cl 4.13299 1.38742 2.08602 0.574
C 3.16678 2.92664 4.09239 -0.747
Cl 4.77738 3.46469 4.30141 0.627
C 2.16967 3.43294 4.96466 -0.697
Cl 2.64556 4.48132 6.28874 0.589
C 0.87481 2.95310 4.79903 -0.756
Cl -0.32062 3.41661 5.91712 0.642
C -2.48267 -0.49889 -1.61711 0.003
C -1.57591 0.30463 -0.75020 -0.474
C -2.21791 1.11634 0.38482 -0.013
O -0.38085 0.33158 -0.89934 0.022
H -3.50453 -0.12683 -1.65691 0.083
H -2.50965 -1.46534 -1.12525 0.088
H -2.08205 -0.61853 -2.60322 0.077
H -2.46381 2.10012 -0.07496 0.098
H -1.48735 1.24673 1.18816 0.006
H -3.11688 0.66971 0.76109 0.072
O -4.72529 -2.76972 1.49031 0.032
C -3.66216 -3.16773 1.91068 -0.550
N -2.41305 -2.98500 1.40583 -0.052
S -1.32228 -3.69954 2.31022 0.609
O -0.51059 -2.72428 3.01909 -0.389
O -0.52919 -4.69817 1.62285 -0.314
C -2.40347 -4.52268 3.46634 -0.207
C -2.16749 -5.40214 4.49319 -0.039
C -3.25444 -5.75341 5.28259 -0.091
C -4.52139 -5.23358 5.02610 -0.077
C -4.72972 -4.34673 3.95393 -0.005
C -3.64458 -4.02096 3.17111 -0.145
H -1.15660 -5.74700 4.70519 0.124
H -3.13603 -6.40776 6.14344 0.097
H -5.34670 -5.42341 5.67363 0.084
H -5.69327 -3.95774 3.76151 0.101
C 1.29395 6.77892 -3.58266 -0.054
C 0.36625 5.85024 -2.76590 -0.553
C -1.11712 6.24133 -2.86925 -0.055
C 0.74053 6.03519 -1.29747 -0.081
C 0.53791 4.37530 -3.15369 -0.177
C 0.00834 3.86418 -4.34003 -0.032
C 0.17706 2.49032 -4.68939 0.017
C 0.87499 1.65662 -3.86353 -0.188
O 1.13122 0.31387 -3.90274 0.208
B 1.82679 0.01350 -2.72659 -0.760
O 2.11790 1.19835 -2.06403 0.225
C 1.43444 2.19649 -2.70227 -0.162
C 1.30560 3.52210 -2.33521 0.072
H 1.23513 7.83945 -3.38933 0.066
H 1.13227 6.83429 -4.65337 0.069
H 2.35952 6.51681 -3.51280 0.090
H -1.17920 7.30923 -2.68386 0.070
H -1.71643 5.66836 -2.08664 0.117
H -1.46912 6.05459 -3.87631 0.061
H 0.40750 7.05137 -1.03586 0.090
H 1.78168 5.88920 -1.11015 0.069
H 0.25616 5.24374 -0.67411 0.105
H -0.50864 4.52382 -4.98839 0.085
H -0.17774 2.15928 -5.64257 0.103
H 1.70392 3.83361 -1.38191 0.118